The following is a quantum chemistry calculation of 11 unconnected molecules or ions with the total composition C37H74O15 in a non-equilibrium geometry, from OMol25.

For the lowest unoccupied orbital energy, the calculation gives 0.18 eV. As for the SMILES: CCOC(C)=O.CCOC(C)=O.CCOC(C)=O.CCOC(C)=O.CC(C)=O.CC(C)=O.CC(C)=O.CC(C)=O.CC(C)=O.CC(C)=O.CC(C)=O. For the total energy, the calculation gives -70262.24060 eV. For the energy above the lowest of the compared OMol25 structures with the same formula, charge and spin, the calculation gives 3.575 eV. For the HOMO energy, the calculation gives -8.820 eV. The HOMO-LUMO gap comes out at 0.3306 Eh. As for the charge: 0.

```
126
C37H74O15 ωB97M-V/def2-TZVPD
C 28.4150 61.0020 46.5740
C 28.3430 59.5300 46.2660
O 27.0440 59.1150 46.5850
C 26.6990 57.8720 46.3210
C 25.3100 57.5430 46.9360
O 27.2920 57.1740 45.4790
H 28.0390 61.2400 47.4380
H 27.7790 61.6140 45.9400
H 29.4870 61.1880 46.3670
H 28.5160 59.3730 45.3000
H 29.2780 59.0030 46.6520
H 25.2640 56.4690 46.7110
H 24.4550 58.0390 46.4950
H 25.4720 57.7860 48.0090
C 23.4090 52.8350 56.7900
C 22.7030 52.5810 55.4890
O 23.5570 52.9670 54.4580
C 23.1750 52.8180 53.1040
C 24.3630 53.1260 52.1670
O 22.1470 52.4060 52.6060
H 22.9130 52.5350 57.6210
H 23.5850 53.8880 56.9660
H 24.5400 52.4550 56.6790
H 22.4540 51.5430 55.2840
H 21.6980 52.9700 55.3670
H 25.0210 52.4180 52.1940
H 24.7190 54.1490 52.2670
H 24.4230 53.1810 51.2760
C 16.2520 54.6450 49.1370
C 17.0270 54.8290 47.7560
O 17.8720 53.7040 47.5910
C 18.8290 53.6440 46.5480
C 19.6450 52.4820 46.3980
O 18.7860 54.6100 45.6570
H 15.5840 53.7620 49.1290
H 15.5090 55.5280 49.0980
H 16.8530 54.8490 50.1300
H 16.4870 54.9290 46.6810
H 17.5840 55.6620 47.9200
H 19.8440 51.8560 47.2000
H 20.4960 52.9450 46.1720
H 19.1330 51.7350 45.7060
C 26.4620 53.4740 47.2990
C 25.6240 52.2880 46.9130
O 26.4270 51.5490 45.9700
C 25.8900 50.5430 45.3050
C 26.8470 49.8680 44.4340
O 24.7140 50.1460 45.3780
H 25.8640 54.0330 48.1060
H 26.6050 54.1620 46.5440
H 27.4440 53.1870 47.5300
H 25.4100 51.6860 47.7270
H 24.6430 52.7220 46.4140
H 26.8120 48.8980 44.3870
H 27.8310 50.1770 44.4850
H 26.6380 50.1580 43.4150
C 21.0660 50.0760 49.7530
C 21.5120 49.5850 48.3750
C 23.0520 49.0550 48.3640
O 20.7590 49.5170 47.3080
H 21.4980 50.9830 49.9320
H 21.2690 49.3650 50.2190
H 19.9060 50.0930 49.7600
H 23.1560 47.9980 49.0290
H 23.6090 49.7040 48.6980
H 23.1810 48.9800 47.3960
C 24.0040 54.1440 44.2290
C 23.4400 54.8950 43.0910
C 21.8350 54.9040 43.0760
O 23.9950 55.5330 42.1780
H 23.6860 53.1390 44.1660
H 23.4760 54.5040 45.0030
H 25.1440 54.1180 44.4290
H 21.5330 55.2100 41.9850
H 21.5740 55.6330 43.9560
H 21.5530 53.7490 43.3170
C 21.8830 55.6920 47.4400
C 22.2250 55.1980 48.7660
C 21.2510 54.3450 49.6200
O 23.5220 55.2700 49.2480
H 21.0700 56.5470 47.5130
H 21.7760 55.0060 46.6700
H 22.7010 56.1830 46.9220
H 21.7010 54.5360 50.5960
H 21.0130 53.3840 49.2990
H 20.3090 54.8630 49.8230
C 27.9080 58.5470 50.1830
C 28.1960 57.0570 50.0030
C 27.2830 56.0350 50.4750
O 29.3020 56.6990 49.2530
H 27.5610 58.7210 51.1410
H 27.3460 58.9510 49.2470
H 28.9040 59.2340 49.9040
H 26.9290 56.2090 51.4710
H 27.5370 55.0360 50.5790
H 26.2630 55.8920 50.0800
C 21.0830 59.9220 44.1140
C 20.8730 58.6030 44.8130
C 19.4820 58.3670 45.3190
O 21.8020 57.7240 44.9590
H 20.3130 60.1390 43.4420
H 22.0540 59.9680 43.6980
H 21.1200 60.6320 44.9260
H 18.6930 58.8030 44.6330
H 19.3780 58.6100 46.2960
H 19.2850 57.3730 44.9620
C 24.0600 60.9200 49.4410
C 23.2840 60.5150 48.2530
C 22.3050 59.3590 48.5390
O 23.2120 61.1500 47.0550
H 25.1000 60.4560 49.4590
H 23.4140 60.9260 50.3830
H 24.5900 61.9670 49.3650
H 21.7030 59.4730 49.4050
H 22.9360 58.5070 48.8020
H 21.8350 58.9420 47.8180
C 17.2080 59.2260 48.4430
C 18.5900 59.2810 49.2310
C 18.8880 60.5820 49.9460
O 19.4850 58.3020 49.2850
H 17.0500 58.3900 48.2250
H 17.2410 59.9120 47.5540
H 16.3430 59.3530 49.0400
H 17.9760 60.9960 50.0900
H 19.6150 61.1750 49.2560
H 19.2570 60.3260 51.0340
```

=====

The following is a quantum chemistry calculation of 2 unconnected molecules or ions with the total composition C4H4N2O in a non-equilibrium geometry, from OMol25.

For the lowest unoccupied orbital energy, the calculation gives 0.60 eV. As for the SMILES: [H]/N=C/C=C=O.C#N. For the total energy, the calculation gives -9238.20177 eV. For the energy above the lowest of the compared OMol25 structures with the same formula, charge and spin, the calculation gives 2.286 eV. For the HOMO energy, the calculation gives -9.198 eV. The HOMO-LUMO gap comes out at 0.3599 Eh. As for the charge: 0.

```
11
C4H4N2O ωB97M-V/def2-TZVPD
H -0.3151 -0.3001 -2.3712
N -0.3052 0.0074 -1.3984
C -0.5062 -1.0119 -0.6547
C -0.5657 -1.0600 0.7965
C -0.3982 -0.1308 1.7343
O -0.3099 0.5511 2.6646
H -0.6749 -2.0075 -1.0824
H -0.8299 -2.0094 1.2510
C 1.2981 1.9948 -0.3404
N 1.5078 1.8180 0.7813
H 1.0992 2.1484 -1.3807
```

=====

The following is a quantum chemistry calculation of C4H10N2O in the gas phase in a non-equilibrium geometry, from OMol25.

For the lowest unoccupied orbital energy, the calculation gives 0.85 eV. As for the SMILES: NCC[C@H](N)C=O. For the total energy, the calculation gives -9337.27363 eV. For the energy above the lowest of the compared OMol25 structures with the same formula, charge and spin, the calculation gives 1.714 eV. For the HOMO energy, the calculation gives -9.182 eV. The HOMO-LUMO gap comes out at 0.3688 Eh. As for the charge: 0.

```
17
C4H10N2O ωB97M-V/def2-TZVPD
N -2.0450 0.8686 -1.4638
C -1.1071 0.8969 -0.3322
C -0.2789 -0.3640 -0.3331
C 0.7863 -0.4578 0.7644
N 1.7812 0.5908 0.6846
C 1.4272 -1.8271 0.7683
O 0.8327 -2.8435 0.5191
H -2.3327 1.7879 -1.7534
H -2.8183 0.2326 -1.3565
H -0.4593 1.7451 -0.5682
H -1.6080 1.0391 0.6230
H -0.8747 -1.2783 -0.3413
H 0.2804 -0.4580 -1.2792
H 0.2943 -0.3861 1.7390
H 1.8456 1.0904 -0.1870
H 1.7816 1.2359 1.4564
H 2.4945 -1.8726 1.0598
```